[1]
ORCA calculation (wB97M-V/def2-TZVPD) on H16NiO28S5Zn3 as an isolated structure in a non-equilibrium geometry.

As for the expectation value of S²: 2.007. The HOMO energy (alpha / beta) comes out at -1.9775 / -1.9744 eV. Its LUMO energy (alpha / beta) is 1.546 / 1.545 eV. As for the total charge: -2. The calculation puts the largest force on an atom at 3.18 eV Å⁻¹. The spin multiplicity is 3. As for the total energy: -298068.362 eV. For the energy relative to the best compared isomer or geometry (same formula, charge and spin), the calculation gives 0.0 kcal per mole.

The geometry in XYZ format:
```
53
H16NiO28S5Zn3, DFT wB97M-V/def2-TZVPD
Zn -1.152 1.620 2.394
Zn 0.007 1.519 -2.982
Zn 2.579 -0.238 0.587
Ni -0.019 -2.795 -1.887
S 2.407 -0.478 -2.535
O 3.187 -0.293 -1.314
O 1.693 0.837 -2.722
O 3.248 -0.805 -3.673
O 1.366 -1.516 -2.400
S 2.186 -3.663 0.272
O 2.514 -2.218 0.325
O 3.254 -4.378 -0.421
O 1.930 -4.287 1.560
O 0.897 -3.795 -0.549
S -0.679 -0.084 -0.275
O 0.682 0.153 0.111
O -1.562 0.360 0.818
O -0.951 0.783 -1.463
O -0.835 -1.517 -0.545
S 1.146 -0.512 3.569
O -0.056 0.291 3.082
O 2.205 -0.433 2.537
O 1.593 0.133 4.802
O 0.695 -1.870 3.748
S 3.245 2.983 1.430
O 2.878 1.720 0.668
O 2.223 3.994 0.978
O 3.153 2.720 2.854
O 4.571 3.434 1.003
O -1.864 2.357 -3.549
H -2.217 1.799 -4.256
H -2.325 3.197 -3.637
O -3.529 -0.353 -1.944
H -3.420 -1.303 -1.835
H -2.618 -0.008 -1.915
O -2.535 3.023 1.736
H -2.360 3.672 1.048
H -3.479 3.063 1.923
O -0.994 -3.820 1.649
H -1.603 -4.391 1.173
H -1.000 -2.981 1.172
O 0.405 3.168 -1.708
H 0.073 3.428 -0.837
H 1.161 3.745 -1.875
O -1.778 -3.943 -1.708
H -2.191 -4.431 -0.989
H -2.190 -4.261 -2.518
O 0.210 2.590 1.189
H 0.838 2.038 0.665
H 0.824 3.202 1.671
O -4.119 -0.160 1.646
H -3.236 -0.242 1.243
H -4.458 -1.057 1.685
```

---

[2]
ORCA calculation (wB97M-V/def2-TZVPD) on a 8-piece molecular cluster, H16O7S overall in a non-equilibrium geometry.

The HOMO energy comes out at -9.8800 eV. Its LUMO energy is 0.128 eV. As for the total charge: 0. The calculation puts the largest force on an atom at 4.12 eV Å⁻¹. As for the total energy: -25426.099 eV. For the energy relative to the best compared isomer or geometry (same formula, charge and spin), the calculation gives 63.8 kcal per mole.

The geometry in XYZ format:
```
24
H16O7S, DFT wB97M-V/def2-TZVPD
O -4.585 3.441 0.445
H -4.023 2.705 0.128
H -4.063 4.359 0.573
O 0.895 -1.444 0.506
H 1.866 -1.245 0.645
H 0.969 -2.229 1.122
O 1.799 1.265 0.765
H 0.916 1.453 0.554
H 2.225 0.977 -0.111
O 3.644 -1.822 1.248
H 3.230 -1.164 1.821
H 4.454 -1.333 1.258
O 2.095 0.238 3.550
H 1.228 0.331 3.910
H 2.406 -0.643 3.779
O -1.579 1.096 0.433
H -1.405 1.003 -0.492
H -1.480 0.138 0.524
O -0.093 -0.136 -1.561
H 0.070 -0.364 -2.427
H 0.351 -0.790 -0.954
S -2.515 -1.799 -5.686
H -3.893 -1.362 -5.368
H -2.512 -2.674 -4.662
```

---

[3]
ORCA calculation (wB97M-V/def2-TZVPD) on a 8-piece molecular cluster, H16O8 overall.

The HOMO energy comes out at -11.3181 eV. Its LUMO energy is 0.286 eV. As for the total charge: 0. The calculation puts the largest force on an atom at 0.33 eV Å⁻¹. As for the total energy: -16639.117 eV. For the energy relative to the best compared isomer or geometry (same formula, charge and spin), the calculation gives 66.7 kcal per mole.

The geometry in XYZ format:
```
24
H16O8, DFT wB97M-V/def2-TZVPD
O 0.554 -7.265 -1.025
H 0.308 -7.382 -1.942
H 1.056 -6.449 -1.014
O -3.748 4.664 1.525
H -3.374 3.956 2.049
H -4.694 4.534 1.586
O -5.025 0.504 -0.274
H -5.543 1.018 0.345
H -4.744 -0.262 0.225
O 2.617 -3.451 -2.648
H 2.348 -3.687 -3.535
H 3.573 -3.491 -2.668
O 0.639 -3.406 3.963
H -0.069 -3.083 4.520
H 0.855 -2.666 3.396
O 4.704 4.016 -0.511
H 4.884 3.984 -1.450
H 3.749 4.018 -0.449
O 0.199 -0.447 0.674
H 0.533 -1.032 -0.006
H 0.304 0.431 0.308
O 0.564 4.941 -0.856
H 0.629 5.425 -1.679
H -0.318 5.130 -0.535
```

---

[4]
ORCA calculation (wB97M-V/def2-TZVPD) on a 8-piece molecular cluster, H16O8 overall in a non-equilibrium geometry.

The HOMO energy comes out at -8.0993 eV. Its LUMO energy is 0.202 eV. As for the total charge: 0. The calculation puts the largest force on an atom at 9.56 eV Å⁻¹. As for the total energy: -16635.541 eV. For the energy relative to the best compared isomer or geometry (same formula, charge and spin), the calculation gives 149.2 kcal per mole.

The geometry in XYZ format:
```
24
H16O8, DFT wB97M-V/def2-TZVPD
O 0.891 -0.725 1.246
H 0.353 -1.167 0.631
H 1.830 -0.950 0.904
O 1.478 -2.484 4.498
H 1.997 -2.043 5.192
H 1.047 -1.749 4.084
O -1.254 0.720 0.550
H -2.048 0.948 -0.068
H -1.619 0.368 1.367
O -0.414 0.052 -0.921
H -0.916 0.446 -1.694
H 0.346 0.569 -0.755
O -1.629 2.551 2.518
H -2.578 2.670 2.633
H -1.306 3.330 2.191
O 2.576 -2.035 -4.016
H 1.988 -2.221 -3.300
H 2.156 -2.411 -4.829
O -0.764 -1.740 -3.667
H -0.517 -2.385 -4.235
H -0.969 -1.046 -4.260
O -0.046 3.424 0.517
H -0.947 3.110 0.427
H 0.346 2.768 0.985
```

---

[5]
ORCA calculation (wB97M-V/def2-TZVPD) on a 8-piece molecular cluster, H16O8 overall in a non-equilibrium geometry.

The HOMO energy comes out at -10.6091 eV. Its LUMO energy is -0.131 eV. As for the total charge: 0. The calculation puts the largest force on an atom at 2.51 eV Å⁻¹. As for the total energy: -16639.550 eV. For the energy relative to the best compared isomer or geometry (same formula, charge and spin), the calculation gives 56.7 kcal per mole.

The geometry in XYZ format:
```
24
H16O8, DFT wB97M-V/def2-TZVPD
O -19.373 -0.413 15.160
H -19.162 0.285 15.830
H -19.421 -1.114 15.773
O -20.267 4.082 12.694
H -20.562 3.446 12.081
H -20.353 4.908 12.217
O -18.153 -2.131 11.112
H -19.079 -2.354 11.178
H -18.105 -1.251 11.445
O -19.008 0.245 12.357
H -19.411 1.114 12.361
H -19.052 0.031 13.261
O -21.558 -0.603 11.115
H -20.817 -0.503 11.740
H -21.794 0.233 10.713
O -19.540 2.455 10.498
H -20.243 2.075 9.984
H -18.779 2.052 10.115
O -16.977 -1.496 14.196
H -17.745 -1.045 14.543
H -17.224 -2.430 14.066
O -17.877 3.125 13.929
H -17.858 2.800 14.834
H -18.791 3.296 13.753
```